Entry 1:
11
Properties=species:S:1:pos:R:3:nbo_charge:R:1 method="wB97M-V/def2-TZVPD" charge=0 homo_ev=-8.439 gap_ev=7.7489 max_force_ev_per_a=4.43 e_tot_ev=-37523.61607
C 1.1477 1.0726 0.5202 -0.326
C 0.3126 0.6986 -0.4544 -0.294
C -1.0632 0.8053 -0.4105 -0.434
P -2.1467 0.4047 -1.6763 0.416
Cl -1.4706 -1.7636 1.2170 -0.268
Cl -1.8203 1.4686 0.8707 0.082
H 2.2064 0.8364 0.4877 0.203
H 0.8018 1.5233 1.4782 0.204
H 0.7526 0.2645 -1.3239 0.224
H -0.6917 -2.5282 1.9091 0.268
H -1.2258 -0.2063 -2.4565 -0.075

=====

Entry 2:
58
Properties=species:S:1:pos:R:3:lowdin_spin:R:1 method="wB97M-V/def2-TZVPD" charge=+2 homo_ev="-12.946 / -13.417" multiplicity=4 gap_ev="6.8952 / 7.2812" max_force_ev_per_a=5.74 e_tot_ev=-92122.58131
C -2.1333 -0.7057 -2.0946 0.000
C -0.8269 -1.2964 -1.9998 0.038
C -0.9557 -2.5556 -1.3285 0.001
H 0.0946 -0.8833 -2.4128 0.007
C -2.3480 -2.7736 -1.0382 0.026
C -3.0827 -1.6307 -1.5146 0.030
H -4.1683 -1.5213 -1.5079 0.004
H -2.3572 0.2217 -2.6251 -0.001
H -0.1468 -3.2723 -1.2055 -0.001
H -2.7845 -3.6728 -0.6053 0.003
Mn -1.6845 -1.0286 -0.0334 2.753
C 2.6647 0.8362 2.0491 0.005
H 2.4166 -0.2363 2.2131 0.001
H 3.7353 0.7671 2.3033 0.001
H 2.9254 1.4697 1.0636 0.001
Si 1.5838 0.7360 0.4560 0.017
C 0.9599 2.2341 -0.3973 0.002
C 0.5362 2.1598 -1.7316 0.002
H 0.4530 1.1888 -2.2293 0.001
C 0.2362 3.3314 -2.4289 0.001
H -0.0560 3.2725 -3.4802 0.000
C 0.3207 4.5709 -1.7806 0.000
H 0.1185 5.4890 -2.3358 0.000
C 0.6365 4.6330 -0.4146 0.000
H 0.6594 5.5966 0.0994 0.000
C 0.9161 3.4571 0.2918 0.000
H 1.1145 3.4907 1.3687 0.000
C 2.3272 -0.5632 -0.6098 0.002
C 3.1386 -0.1815 -1.6891 0.000
H 3.1685 0.8691 -2.0003 0.000
C 3.9120 -1.1436 -2.3527 0.001
H 4.5648 -0.8418 -3.1778 0.000
C 3.8410 -2.4861 -1.9562 0.001
H 4.4653 -3.2354 -2.4486 0.000
C 2.9575 -2.8810 -0.9396 0.000
H 2.8510 -3.9375 -0.6721 0.000
C 2.1998 -1.9178 -0.2653 0.002
H 1.4969 -2.2212 0.5281 0.001
H 0.3470 0.1920 1.0590 0.016
H 2.0870 1.4571 2.7530 0.000
N -0.0234 -3.6266 1.5762 0.010
C -0.6055 -2.6371 2.2985 0.023
N -1.3733 -1.6658 1.7747 -0.001
C -1.7783 -0.7289 2.7645 0.003
C -1.2402 -1.0004 4.0062 0.000
S -0.2694 -2.4333 3.9893 0.004
C -2.4750 0.3984 2.2620 0.002
C -2.8969 1.5653 2.8749 0.003
S -3.6158 2.6507 1.7459 0.002
C -3.3113 1.5170 0.4592 0.022
N -2.6502 0.4146 0.8552 0.002
N -3.7257 1.7802 -0.7835 0.012
H 0.4942 -4.3098 2.1175 0.000
H -0.5031 -3.9662 0.7452 0.000
H -1.4165 -0.3860 4.8813 0.000
H -2.7934 1.7514 3.9343 0.000
H -4.2589 2.6286 -0.9128 0.000
H -3.7410 1.0611 -1.4976 0.000